C63H104N4O31 | ωB97M-V/def2-TZVPD

M ... 1413.52 g/mol
E ... -5014.115996 hartree
Multiplicity ... 1
Total charge ... 0
LUMO energy ... 0.02 eV

```
202
C63H104N4O31 (ωB97M-V/def2-TZVPD)
C -13.989 -22.706 28.946
O -12.677 -23.147 28.638
C -11.628 -22.311 28.243
C -10.833 -21.638 29.388
N -11.553 -21.252 30.579
C -12.370 -20.042 30.531
C -13.004 -19.792 31.892
O -13.438 -20.934 32.571
C -14.361 -20.733 33.604
H -14.263 -21.820 28.369
H -14.036 -22.440 30.009
H -14.653 -23.560 28.841
H -12.067 -21.558 27.571
H -11.009 -22.874 27.540
H -10.427 -20.751 28.885
H -9.915 -22.190 29.601
H -12.125 -22.031 30.884
H -13.161 -20.206 29.785
H -11.697 -19.258 30.186
H -13.717 -18.968 31.773
H -12.212 -19.343 32.511
H -14.209 -21.628 34.215
H -15.403 -20.767 33.267
H -14.129 -19.837 34.187
C -5.445 -20.957 20.770
O -6.155 -20.778 21.982
C -7.205 -21.716 22.146
C -6.856 -23.219 22.070
N -7.138 -23.825 20.778
C -6.519 -25.138 20.692
C -6.985 -25.937 19.479
O -8.448 -25.902 19.446
C -8.888 -26.898 18.539
H -4.987 -20.002 20.494
H -6.126 -21.011 19.911
H -4.745 -21.784 20.855
H -7.932 -21.475 21.359
H -7.690 -21.507 23.100
H -7.397 -23.745 22.862
H -5.773 -23.277 22.199
H -8.085 -24.195 20.672
H -6.885 -25.784 21.505
H -5.458 -25.074 20.428
H -6.600 -26.953 19.540
H -6.623 -25.412 18.591
H -9.941 -27.142 18.699
H -8.349 -27.841 18.654
H -8.835 -26.467 17.534
C -9.874 -33.462 16.361
O -9.416 -32.397 17.169
C -9.539 -32.689 18.531
C -8.649 -31.718 19.314
N -8.539 -31.958 20.770
C -9.704 -31.376 21.457
C -9.565 -29.886 21.734
O -8.506 -29.676 22.634
C -8.816 -28.929 23.790
H -10.228 -33.287 15.343
H -10.834 -33.811 16.765
H -9.207 -34.323 16.298
H -9.150 -33.695 18.738
H -10.547 -32.747 18.962
H -8.953 -30.679 19.147
H -7.679 -31.901 18.848
H -7.715 -31.409 20.989
H -9.883 -31.830 22.434
H -10.676 -31.437 20.959
H -10.519 -29.555 22.163
H -9.375 -29.295 20.829
H -9.870 -29.040 24.062
H -8.753 -27.846 23.620
H -8.173 -29.052 24.656
C -2.695 -28.360 32.802
O -3.009 -27.196 32.078
C -4.373 -27.226 31.681
C -4.689 -25.923 30.973
N -4.271 -24.716 31.708
C -4.269 -23.525 30.830
C -3.339 -22.377 31.245
O -1.920 -22.512 30.999
C -1.358 -23.819 31.105
H -3.486 -28.655 33.499
H -1.764 -28.182 33.341
H -2.566 -29.177 32.078
H -5.049 -27.304 32.536
H -4.560 -27.994 30.924
H -5.691 -25.856 30.549
H -4.044 -25.894 30.076
H -3.299 -24.881 31.916
H -5.257 -23.069 30.871
H -3.888 -23.774 29.832
H -3.481 -22.070 32.286
H -3.593 -21.512 30.631
H -1.586 -24.252 32.080
H -0.277 -23.831 30.985
H -1.775 -24.417 30.291
C -12.900 -21.225 25.126
C -14.267 -20.867 25.207
C -14.602 -19.527 25.317
C -13.614 -18.535 25.321
C -12.287 -18.907 25.155
C -11.973 -20.254 24.949
O -10.667 -20.658 24.709
O -15.923 -19.183 25.301
H -12.692 -22.237 24.801
H -15.048 -21.558 25.500
H -13.966 -17.513 25.249
H -11.630 -18.054 25.034
H -10.127 -19.931 25.050
H -16.041 -18.230 25.333
C -5.706 -16.609 24.810
C -6.651 -17.193 25.620
C -7.558 -18.106 25.057
C -7.508 -18.409 23.696
C -6.589 -17.757 22.845
C -5.681 -16.873 23.443
O -4.845 -16.100 22.659
O -8.400 -18.824 25.865
H -5.093 -15.857 25.292
H -6.603 -17.089 26.693
H -8.128 -19.188 23.274
H -6.464 -18.016 21.806
H -4.083 -15.909 23.216
H -8.485 -18.479 26.758
C -7.601 -24.750 27.125
C -7.284 -24.170 28.354
C -7.428 -22.803 28.460
C -7.988 -22.010 27.460
C -8.252 -22.628 26.226
C -8.070 -23.989 26.074
O -8.232 -24.586 24.855
O -7.011 -22.149 29.595
H -7.443 -25.818 27.112
H -6.882 -24.632 29.245
H -8.247 -20.973 27.610
H -8.580 -21.959 25.440
H -7.736 -25.418 24.803
H -7.316 -21.242 29.688
C -8.848 -22.928 34.676
C -7.768 -23.828 34.725
C -7.248 -24.348 33.560
C -7.616 -23.845 32.329
C -8.588 -22.856 32.240
C -9.168 -22.400 33.409
O -10.159 -21.467 33.398
O -6.208 -25.225 33.670
H -9.260 -22.373 35.506
H -7.287 -24.045 35.669
H -7.159 -24.104 31.385
H -8.958 -22.423 31.320
H -10.388 -21.246 32.479
H -5.432 -25.059 33.092
C -6.392 -28.649 26.958
C -5.004 -29.072 26.307
O -5.207 -28.612 24.954
C -5.943 -27.550 24.934
O -6.230 -26.808 24.038
O -6.799 -27.645 26.026
H -6.107 -28.137 27.875
H -7.114 -29.445 27.112
H -4.814 -30.135 26.188
H -4.127 -28.543 26.673
C -3.881 -16.898 28.256
C -4.125 -16.607 29.698
O -5.026 -17.711 30.055
C -5.368 -18.427 28.976
O -6.120 -19.353 28.947
O -4.746 -17.930 27.902
H -2.852 -17.264 28.144
H -3.988 -16.045 27.584
H -4.866 -15.808 29.722
H -3.183 -16.633 30.229
C -11.687 -25.499 30.590
C -11.593 -26.269 29.268
O -10.258 -26.697 29.209
C -9.565 -26.271 30.281
O -8.396 -26.445 30.456
O -10.321 -25.440 31.004
H -12.208 -26.067 31.367
H -12.095 -24.498 30.482
H -11.688 -25.390 28.615
H -12.387 -26.973 29.044
C -10.937 -24.979 21.347
C -10.407 -24.343 22.635
O -11.262 -23.177 22.589
C -11.405 -22.800 21.339
O -11.649 -21.700 20.949
O -11.156 -23.877 20.500
H -11.847 -25.558 21.545
H -10.249 -25.663 20.848
H -9.409 -23.911 22.547
H -10.460 -24.937 23.539
C -4.799 -21.889 26.304
C -5.265 -22.250 24.922
O -4.683 -23.548 24.733
C -3.781 -23.803 25.671
O -3.014 -24.718 25.582
O -3.854 -22.907 26.691
H -5.607 -21.790 27.027
H -4.295 -20.922 26.241
H -4.930 -21.638 24.086
H -6.340 -22.427 24.875
```

Löwdin atomic charge list, values in e, 6 entries: number 1, C, carries -0.08; number 2, O, carries -0.23; number 3, C, carries -0.18; number 4, C, carries -0.18; number 5, N, carries -0.06; number 6, C, carries -0.18